{
  "formula": "C31H22F5GeRhS",
  "method": "ωB97M-V/def2-TZVPD",
  "multiplicity": 6,
  "total_charge": 1,
  "s_squared": 8.82,
  "e_lumo_ha": [-0.0772, -0.2545],
  "symbols": ["Rh", "F", "C", "C", "F", "C", "F", "C", "S", "C", "F", "C", "F", "C", "C", "C", "C", "C", "C", "Ge", "C", "C", "C", "C", "C", "C", "C", "C", "C", "C", "C", "C", "H", "H", "H", "H", "H", "H", "H", "H", "H", "H", "H", "H", "H", "H", "H", "C", "C", "C", "C", "C", "C", "C", "H", "H", "H", "H", "H", "H", "H"],
  "xyz": [[0.941, 0.141, 0.820], [1.589, -6.581, 0.791], [1.202, -5.366, 1.154], [1.330, -4.296, 0.268], [1.822, -4.477, -0.956], [0.938, -3.028, 0.666], [1.101, -1.991, -0.207], [0.399, -2.762, 1.928], [-0.087, -1.183, 2.458], [0.256, -3.858, 2.793], [-0.274, -3.671, 3.998], [0.660, -5.136, 2.422], [0.526, -6.144, 3.274], [-2.744, 4.329, 1.882], [-3.220, 4.131, 0.596], [-2.735, 3.083, -0.172], [-1.737, 2.274, 0.343], [-1.273, 2.458, 1.636], [-1.766, 3.498, 2.404], [-0.756, 0.878, -0.769], [-2.470, -0.037, -1.334], [-2.799, -0.214, -2.665], [-3.785, -1.131, -2.994], [-4.457, -1.819, -1.998], [-4.146, -1.601, -0.666], [-3.162, -0.690, -0.327], [-0.065, 1.681, -2.472], [-0.053, 3.058, -2.649], [0.582, 3.600, -3.754], [1.209, 2.777, -4.674], [1.189, 1.401, -4.503], [0.560, 0.856, -3.399], [-3.150, 5.126, 2.487], [-3.976, 4.785, 0.187], [-3.121, 2.914, -1.168], [-0.502, 1.788, 2.041], [-1.392, 3.656, 3.405], [-2.285, 0.333, -3.442], [-4.019, -1.304, -4.032], [-5.243, -2.511, -2.261], [-4.666, -2.136, 0.113], [-2.919, -0.508, 0.712], [-0.536, 3.703, -1.926], [0.595, 4.672, -3.886], [1.711, 3.205, -5.527], [1.677, 0.756, -5.217], [0.551, -0.218, -3.252], [2.716, 1.539, 0.787], [3.098, 0.379, 1.500], [3.016, 0.340, 2.936], [3.466, -0.747, 3.637], [4.012, -1.848, 2.970], [4.135, -1.830, 1.579], [3.704, -0.750, 0.846], [3.001, 1.639, -0.257], [2.532, 2.455, 1.333], [2.607, 1.202, 3.445], [3.405, -0.747, 4.714], [4.360, -2.699, 3.534], [4.600, -2.666, 1.076], [3.851, -0.709, -0.226]]
}